1.
Formula: C21H34BN2O2
Source: the OMol25 dataset
Level of theory: the ωB97M-V functional and the def2-TZVPD basis

Last columns: bonded neighbours and bond lengths (Å).
Geometry (Å):
1 C -2.8832 -2.1374 -4.8305  C2 1.517, H15 1.086, H16 1.088, H17 1.087
2 C -1.6780 -3.0459 -4.6741  C1 1.517, C3 1.530, H18 1.090, H19 1.086
3 C -1.9824 -4.2641 -3.8002  C2 1.530, C4 1.521, H20 1.086, H21 1.090
4 C -0.7557 -4.8424 -3.1114  C3 1.521, C5 1.537, H22 1.090, H23 1.089
5 C -0.3012 -4.0745 -1.8598  C4 1.537, C6 1.513, H24 1.090, H25 1.085
6 C -1.4258 -3.6275 -0.9523  C5 1.513, C7 1.523, H26 1.084, H27 1.095
7 C -0.9763 -3.1848 0.4338  C6 1.523, C8 1.561, H28 1.089, H29 1.090
8 C -0.2244 -1.8206 0.5282  C7 1.561, C9 1.540, H30 1.090, H31 1.083
9 C -0.0585 -1.0208 -0.7776  C8 1.540, C10 1.539, H32 1.079, H33 1.084
10 C 0.1595 0.4770 -0.4991  C9 1.539, C11 1.548, O14 1.454, H34 1.088
11 C 1.6312 0.9478 -0.4024  C10 1.548, O12 1.409, H35 1.101, H36 1.091
12 O 1.8238 1.9909 -1.3300  C11 1.409, B13 1.493
13 B 0.9390 1.5916 -2.4647  O12 1.493, O14 1.479, H37 1.229, H38 1.249
14 O -0.2579 1.1217 -1.7334  C10 1.454, B13 1.479
15 H -2.7772 -1.4712 -5.6818  C1 1.086
16 H -3.7871 -2.7274 -4.9679  C1 1.088
17 H -3.0258 -1.5225 -3.9455  C1 1.087
18 H -1.4492 -3.4145 -5.6738  C2 1.090
19 H -0.8075 -2.4882 -4.3404  C2 1.086
20 H -2.7868 -4.0351 -3.1082  C3 1.086
21 H -2.3852 -5.0389 -4.4532  C3 1.090
22 H -0.9448 -5.8841 -2.8521  C4 1.090
23 H 0.0641 -4.8312 -3.8274  C4 1.089
24 H 0.3882 -4.7131 -1.3066  C5 1.090
25 H 0.2919 -3.2294 -2.1928  C5 1.085
26 H -2.0296 -2.8586 -1.4212  C6 1.084
27 H -2.1041 -4.4776 -0.8257  C6 1.095
28 H -1.8519 -3.1311 1.0787  C7 1.089
29 H -0.3700 -3.9922 0.8437  C7 1.090
30 H 0.7767 -2.0385 0.8989  C8 1.090
31 H -0.6827 -1.2261 1.3094  C8 1.083
32 H -0.9320 -1.0400 -1.4110  C9 1.079
33 H 0.8475 -1.3478 -1.2745  C9 1.084
34 H -0.5416 0.9134 0.2095  C10 1.088
35 H 2.3444 0.1434 -0.6411  C11 1.101
36 H 1.9155 1.3812 0.5575  C11 1.091
37 H 0.6016 2.4904 -3.2322  B13 1.229
38 H 1.5104 0.7348 -3.1709  B13 1.249
39 N 0.9073 0.3661 2.9331  C40 1.328, C44 1.331
40 C 0.5652 1.5519 3.4247  N39 1.328, C41 1.386, H45 1.084
41 C 0.7473 1.9223 4.7480  C40 1.386, C42 1.385, H46 1.080
42 C 1.3143 1.0026 5.6144  C41 1.385, C43 1.388, H47 1.083
43 C 1.6770 -0.2425 5.1201  C42 1.388, C44 1.388, H48 1.082
44 C 1.4534 -0.5070 3.7763  N39 1.331, C43 1.388, H49 1.086
45 H 0.1266 2.2411 2.7123  C40 1.084
46 H 0.4525 2.9067 5.0813  C41 1.080
47 H 1.4745 1.2510 6.6568  C42 1.083
48 H 2.1237 -0.9920 5.7604  C43 1.082
49 H 1.7219 -1.4667 3.3452  C44 1.086
50 N 0.7487 4.8742 3.2629  C51 1.331, C55 1.332
51 C 1.8419 5.6198 3.4082  N50 1.331, C52 1.385, H56 1.085
52 C 2.1180 6.7381 2.6382  C51 1.385, C53 1.385, H57 1.082
53 C 1.2095 7.1006 1.6570  C52 1.385, C54 1.384, H58 1.083
54 C 0.0685 6.3354 1.4888  C53 1.384, C55 1.386, H59 1.081
55 C -0.1141 5.2384 2.3157  N50 1.332, C54 1.386, H60 1.085
56 H 2.5296 5.2950 4.1824  C51 1.085
57 H 3.0238 7.3063 2.8009  C52 1.082
58 H 1.3908 7.9641 1.0297  C53 1.083
59 H -0.6627 6.5778 0.7306  C54 1.081
60 H -0.9926 4.6101 2.2152  C55 1.085

## Properties
Energy ... -30081.193 eV
HOMO ... -3.37 eV
Gap between HOMO and LUMO ... 6.1 eV
Total charge ... -1
Molar mass ... 357.33 g/mol



2.
Formula: C21H34F4NO8
Source: the OMol25 dataset
Level of theory: the ωB97M-V functional and the def2-TZVPD basis

Last columns: bonded neighbours and bond lengths (Å).
Geometry (Å):
1 C -3.5242 0.5076 -0.1280  C2 1.506, H21 1.091, H22 1.090, H23 1.092
2 C -2.8622 1.1400 -1.3232  C1 1.506, O3 1.190, O4 1.344
3 O -3.3311 2.0530 -1.9261  C2 1.190
4 O -1.6290 0.6910 -1.6106  C2 1.344, C5 1.446
5 C -1.3360 -0.7198 -1.7361  O4 1.446, C6 1.517, H24 1.096, H25 1.096
6 C 0.0500 -1.0256 -1.2013  C5 1.517, C7 1.531, H26 1.100, H27 1.102
7 C 0.1400 -2.2589 -0.2990  C6 1.531, C8 1.557, H28 1.100, H29 1.097
8 C 1.4429 -2.3566 0.5475  C7 1.557, C9 1.542, H30 1.094, H31 1.097
9 C 1.3282 -1.9144 2.0203  C8 1.542, C10 1.575, H32 1.095, H33 1.097
10 C 1.5497 -0.3988 2.3871  C9 1.575, C11 1.515, H34 1.105, H35 1.096
11 C 2.0105 0.5713 1.3184  C10 1.515, C12 1.524, C15 1.397
12 C 3.5211 0.6545 1.1335  C11 1.524, C13 1.546, H36 1.103, H37 1.100
13 C 4.1096 0.1803 -0.2156  C12 1.546, N14 1.473, H38 1.100, H39 1.096
14 N 4.9918 -0.9883 -0.0592  C13 1.473, H40 1.017, H41 1.015
15 C 1.4163 1.8277 1.4591  C11 1.397, F16 1.414, F17 1.503, C18 1.538
16 F 0.0033 1.7746 1.4641  C15 1.414
17 F 1.5731 2.6173 2.7278  C15 1.503
18 C 1.8423 2.9214 0.4649  C15 1.538, F19 1.357, F20 1.372, H42 1.091
19 F 0.9105 3.9034 0.3731  C18 1.357
20 F 1.9657 2.4383 -0.8129  C18 1.372
21 H -3.0381 0.9390 0.7488  C1 1.091
22 H -3.3902 -0.5729 -0.0770  C1 1.090
23 H -4.5868 0.7600 -0.1283  C1 1.092
24 H -2.1065 -1.2872 -1.2026  C5 1.096
25 H -1.4546 -0.9364 -2.8035  C5 1.096
26 H 0.7539 -1.1410 -2.0384  C6 1.100
27 H 0.4036 -0.1706 -0.6020  C6 1.102
28 H -0.7207 -2.2392 0.3860  C7 1.100
29 H 0.0318 -3.1734 -0.8960  C7 1.097
30 H 1.8000 -3.3907 0.5307  C8 1.094
31 H 2.2065 -1.7436 0.0538  C8 1.097
32 H 0.3113 -2.1626 2.3420  C9 1.095
33 H 2.0010 -2.5314 2.6289  C9 1.097
34 H 2.2493 -0.3682 3.2423  C10 1.105
35 H 0.5941 -0.0471 2.7929  C10 1.096
36 H 4.0076 0.0555 1.9220  C12 1.103
37 H 3.8992 1.6716 1.3146  C12 1.100
38 H 3.2659 -0.0068 -0.8961  C13 1.100
39 H 4.7112 0.9771 -0.6682  C13 1.096
40 H 4.4632 -1.7368 0.3813  N14 1.017
41 H 5.2693 -1.3376 -0.9704  N14 1.015
42 H 2.7897 3.3853 0.7425  C18 1.091
43 C -5.3181 -1.1726 3.3613  C44 1.504, H50 1.089, H51 1.091, H52 1.090
44 C -4.1032 -1.9823 3.7243  C43 1.504, C45 1.519, O49 1.442, H53 1.094
45 C -2.7761 -1.4625 3.1985  C44 1.519, O46 1.429, H54 1.086, H55 1.093
46 O -2.0318 -2.6665 3.0025  C45 1.429, C47 1.348
47 C -2.8924 -3.6873 2.8142  O46 1.348, O48 1.188, O49 1.358
48 O -2.6013 -4.7795 2.4485  C47 1.188
49 O -4.1555 -3.2840 3.1070  C44 1.442, C47 1.358
50 H -6.2209 -1.6065 3.7876  C43 1.089
51 H -5.2070 -0.1574 3.7449  C43 1.091
52 H -5.4262 -1.1287 2.2774  C43 1.090
53 H -4.0415 -2.1438 4.8048  C44 1.094
54 H -2.2307 -0.8166 3.8802  C45 1.086
55 H -2.8960 -0.9624 2.2341  C45 1.093
56 C -0.6858 2.6395 -3.8923  C57 1.500, H63 1.085, H64 1.091, H65 1.092
57 C 0.6896 2.0687 -3.7095  C56 1.500, C58 1.518, O62 1.455, H66 1.092
58 C 1.8564 3.0014 -3.9793  C57 1.518, O59 1.435, H67 1.086, H68 1.094
59 O 2.8662 2.1163 -4.4841  C58 1.435, C60 1.353
60 C 2.2532 1.0297 -5.0085  O59 1.353, O61 1.193, O62 1.341
61 O 2.8039 0.2006 -5.6668  C60 1.193
62 O 0.9497 1.0277 -4.6919  C57 1.455, C60 1.341
63 H -1.4349 1.9032 -3.6224  C56 1.085
64 H -0.8170 3.4870 -3.2186  C56 1.091
65 H -0.8500 2.9661 -4.9215  C56 1.092
66 H 0.7929 1.6145 -2.7212  C57 1.092
67 H 2.2328 3.5082 -3.0958  C58 1.086
68 H 1.6109 3.7263 -4.7610  C58 1.094

## Properties
Energy ... -51069.501 eV
HOMO ... -3.20 eV
Gap between HOMO and LUMO ... 5.5 eV
Total charge ... -1
Molar mass ... 504.49 g/mol